Computed, not measured: a cluster of 8 separate species, C72H152N8O8 in total, with ωB97M-V/def2-TZVPD.

Atoms and positions in Å:
H 7.092 5.537 3.557
N -5.772 4.220 -3.183
O 2.876 4.327 -5.568
H 0.854 -1.194 6.945
C 1.952 -4.666 4.076
H -2.756 -7.427 4.257
H -5.425 1.441 -2.955
C 3.712 -1.129 4.020
H 7.222 2.335 4.078
H -1.140 -1.054 -2.439
C -0.896 4.374 -5.687
H 2.848 -5.209 4.376
H -2.127 5.914 -2.829
H 2.029 -4.107 7.337
H 10.154 0.770 -2.714
H 3.105 3.434 -5.835
C 4.025 3.318 2.276
C 7.692 -0.336 -4.264
C -4.275 6.281 -2.751
H -6.522 -2.644 0.737
C -4.481 3.424 -3.436
C -5.742 6.022 -4.791
H -1.126 3.529 -6.335
H -3.945 3.717 -5.502
H -2.496 -2.948 -1.480
H -7.386 -0.963 2.394
H -3.742 1.645 -2.359
H 4.608 -0.781 3.507
H 8.523 -0.477 -4.954
H -6.717 -4.003 -0.341
H 1.212 7.829 -6.133
H -5.570 -3.063 4.284
H -1.495 -2.220 1.940
C -2.957 -8.412 2.327
C 3.252 -2.575 3.513
C -0.924 2.042 -0.278
C 9.125 0.599 -2.396
C -1.608 -8.323 0.268
H -7.209 3.090 -2.782
H -9.895 -3.350 -0.627
H -0.642 -8.252 -0.231
H 5.440 2.410 -5.658
H -0.333 -11.503 3.933
H -0.072 2.375 -3.983
H 4.299 -0.279 5.741
H 3.538 3.056 0.128
C 6.636 3.682 2.571
H -2.271 3.452 -2.994
H -2.699 -3.486 0.196
H -1.154 2.251 -1.322
H 0.146 -10.731 5.306
C 3.543 3.823 0.902
C 3.134 2.242 2.751
C -1.376 -6.540 1.981
H 3.592 4.158 4.238
H 8.947 -0.391 -1.977
H -4.241 6.180 -1.667
H 4.804 3.435 -4.522
H -4.451 -1.087 0.460
H 8.415 3.566 3.564
H -10.237 -4.399 0.737
N 6.795 1.562 -2.821
H 4.066 -1.133 8.088
C 1.486 5.675 -6.845
H 3.028 -2.679 2.451
C -8.328 -3.283 0.909
H 1.106 -5.072 4.631
H 8.175 2.093 2.632
H -5.500 -4.400 2.973
C 5.054 5.496 3.163
O 5.636 1.740 1.454
C 3.464 -2.002 7.823
C -7.179 -3.068 -0.022
C 0.726 4.920 -3.712
H -6.704 6.116 -1.256
C 0.320 -8.113 4.602
C -4.360 2.890 -4.924
H -2.387 0.736 2.027
H 0.605 2.006 -5.560
H 1.554 -0.534 -0.734
H -8.869 -0.406 3.060
H 5.771 1.008 2.059
C -0.320 0.333 1.575
H 4.218 2.953 -2.619
H 8.989 1.295 -1.568
H -3.797 0.368 -0.263
H 2.914 -0.416 3.815
C -2.145 -1.406 1.618
C 6.271 4.819 3.562
C -2.211 -2.753 -0.446
C -0.403 0.590 0.001
H -4.231 7.358 -2.916
H 0.249 -8.367 5.660
C 2.093 -3.158 4.419
H -1.783 2.286 0.348
H 1.854 1.172 -0.473
H -2.252 -7.536 -0.126
H -7.448 -5.674 4.561
C 5.270 0.242 -4.313
C 3.956 -1.289 5.516
H 0.417 -2.755 2.949
H -8.801 -5.845 2.316
H 6.853 2.383 -1.206
C 0.745 2.610 -4.664
C 8.796 2.016 -4.444
H -0.124 -7.118 4.563
H 6.173 -1.303 -5.536
C 0.747 -2.493 3.954
H -6.767 7.487 -2.459
H -5.079 5.426 -5.417
H 3.186 1.528 1.928
H 0.886 -1.420 3.823
O -1.442 -0.235 -2.038
H -2.954 5.634 -4.292
H -2.003 -9.309 0.022
H -7.361 -4.304 5.605
H -7.823 6.107 -2.489
C 3.871 4.572 3.269
C 7.664 2.851 3.226
C -0.512 -9.226 3.860
C 1.739 -0.723 6.516
C 5.666 2.782 -4.659
H -7.770 -2.058 4.700
H -8.784 -4.876 4.966
C 0.500 4.130 -5.023
H -5.231 2.363 -5.314
H 2.760 -2.192 8.633
H -3.605 2.108 -5.003
H -9.225 -2.738 4.125
H 4.951 6.364 3.814
H 1.484 -0.195 5.597
H 0.854 0.708 -1.783
H -3.095 -1.317 2.145
O 0.775 -8.746 1.816
H 1.192 -10.858 3.911
H -1.643 4.418 -4.895
C -6.792 6.409 -2.302
H 4.876 -1.835 5.727
H 7.430 3.579 0.540
H 1.384 -7.959 4.425
H 4.143 4.635 0.490
N -1.312 -0.414 -0.663
H -4.317 -0.792 -1.303
H 4.937 -0.534 -3.624
C 2.818 -1.784 6.439
H 3.497 1.780 3.669
C -1.004 5.671 -6.518
C 2.395 5.330 -8.102
C -7.531 -3.737 3.449
C -8.357 -1.314 2.741
C 8.048 1.080 -3.493
C -7.769 -4.636 4.651
H -3.146 4.076 -1.761
H 0.677 -9.317 1.050
H -1.428 -6.279 3.038
N -0.479 -8.992 2.417
N 1.573 4.436 -6.075
N -8.018 -4.178 2.065
H -3.996 -8.683 4.106
H -0.122 -2.551 4.608
H 6.526 3.447 -4.575
H -1.917 5.858 -7.083
H 6.710 0.179 -6.186
C -9.062 -1.930 1.446
H 0.151 1.221 1.996
H -3.667 -7.585 2.314
H -6.750 5.813 -5.149
H 3.068 5.258 3.001
C -2.986 -8.397 3.815
C -5.946 -3.479 3.349
O -7.024 3.565 -3.596
H -0.076 6.834 -8.018
H 4.348 0.260 -4.893
N 2.435 -3.060 5.768
C -2.005 -9.479 4.297
H -3.292 -9.338 1.859
O 7.050 2.683 -2.097
C -9.435 -4.005 0.113
H 6.323 4.923 0.792
H -8.986 -4.857 -0.399
H -7.393 -2.449 -0.893
H 8.813 3.027 -4.038
N 5.419 2.792 2.374
C 5.607 1.641 -3.650
H 2.099 2.506 2.966
H -2.108 -5.863 1.541
H 1.673 -4.941 3.059
C -2.415 -1.250 0.028
H 4.385 1.545 -1.706
O -7.956 -5.555 1.967
C 1.086 0.450 -0.749
H 5.048 5.930 2.163
H -2.354 -10.482 4.051
H 2.489 4.098 0.868
C -3.810 -0.720 -0.341
H 7.634 -1.210 -3.616
H -0.194 2.781 0.051
H 9.821 1.746 -4.697
H -10.148 -2.023 1.431
H 2.232 5.961 -8.976
C -1.660 -0.052 2.225
H 5.999 4.365 4.514
C -3.202 3.998 -2.846
H -5.610 7.078 -5.028
H -0.425 -6.222 1.553
H 2.852 7.408 -6.431
H -5.705 -2.778 2.550
C 0.098 5.874 -7.532
H 0.431 -0.447 1.696
H 1.729 2.176 -4.484
H -5.111 2.238 -1.565
C -1.553 -8.091 1.794
C 1.922 7.009 -6.027
H 2.129 6.698 -5.003
C 4.385 1.883 -2.742
O 1.532 -3.827 6.565
H 0.549 5.993 -3.788
C -4.689 2.144 -2.565
C -5.689 5.698 -3.301
H -1.221 -3.194 -0.330
H 2.351 4.349 -8.574
C 6.489 -0.304 -5.234
H 8.285 2.297 -5.365
H -2.103 -9.516 5.382
H 3.458 1.396 -3.046
C 0.184 -10.589 4.226
C 7.090 4.314 1.270
H 4.120 -3.234 3.517
H 0.061 4.591 -2.913
H 3.430 5.369 -7.762
H 1.699 4.839 -3.228
H 2.040 0.052 7.221
H -9.010 -1.105 0.736
H -0.054 5.184 -8.363
H -1.438 -0.092 3.291
H -0.919 6.435 -5.745
H 7.986 4.900 1.476
C -8.249 -2.397 3.782
C -3.037 5.458 -3.220
H 4.138 -2.858 7.856

Calculated values
M ... 1258.1 g/mol
HOMO level ... -7.70 eV
SMILES string ... CC1(C)CCCC(C)(C)N1O.CC1(C)CCCC(C)(C)N1O.CC1(C)CCCC(C)(C)N1O.CC1(C)CCCC(C)(C)N1O.CC1(C)CCCC(C)(C)N1O.CC1(C)CCCC(C)(C)N1O.CC1(C)CCCC(C)(C)N1O.CC1(C)CCCC(C)(C)N1O
Frontier orbital gap ... 0.29978 hartree
Energy relative to the best compared isomer or geometry (same formula, charge and spin) ... 1101.9 kJ/mol
Calculated total energy ... -3873.77938 hartree